# C56H148N12O16

A 12-piece molecular cluster, C56H148N12O16 overall at a distorted geometry (ωB97M-V/def2-TZVPD, the Open Molecules 2025 dataset).

Last column: Mulliken charge in e.
Geometry (Å):
C 1.67817 -4.95080 0.25807  -0.885
O 1.00829 -5.10528 -1.01276  0.554
C 0.95536 -6.41308 -1.46647  -1.224
C 0.16363 -6.44589 -2.82060  1.135
C -1.35215 -6.02403 -2.59748  -0.723
N 0.18595 -7.75583 -3.38384  -0.668
H 1.46166 -3.93944 0.60213  -0.488
H 2.74340 -5.17979 0.22716  0.573
H 1.24903 -5.66748 0.95827  0.431
H 1.96998 -6.81124 -1.47731  0.372
H 0.40782 -7.09892 -0.81999  0.378
H 0.65857 -5.73098 -3.47790  -0.397
H -1.98817 -5.95510 -3.47999  0.386
H -1.28464 -5.01579 -2.18881  -0.515
H -1.91226 -6.63673 -1.89110  0.523
H 1.09927 -8.18279 -3.32336  0.266
H -0.39840 -8.40318 -2.87435  0.291
C -2.39228 4.92475 2.22427  -0.581
O -3.32632 4.43332 1.28366  -0.493
C -2.71662 3.73977 0.23320  0.800
C -3.80306 3.32591 -0.80974  -0.221
C -4.60014 2.09670 -0.29798  -1.238
N -3.28592 2.92914 -2.10408  -0.642
H -1.67188 4.15179 2.49191  0.028
H -2.90530 5.34106 3.09122  0.370
H -1.96081 5.74954 1.65712  0.536
H -1.85523 4.29511 -0.13788  0.153
H -2.33453 2.80634 0.64652  -0.503
H -4.41584 4.20903 -0.99057  0.545
H -3.97938 1.23322 -0.05886  0.029
H -5.35386 1.72712 -0.99326  0.395
H -5.15786 2.44555 0.57112  0.345
H -2.55196 2.25385 -1.94477  0.228
H -2.82351 3.75587 -2.45449  0.295
C 3.20657 6.25996 -2.62460  -0.752
O 2.28932 5.27516 -2.11999  -0.299
C 2.60027 4.90252 -0.76962  -1.259
C 1.54804 3.84028 -0.29187  1.109
C 1.82678 3.18417 1.05380  -0.296
N 1.52889 2.76430 -1.23608  0.071
H 3.44505 7.07015 -1.93553  0.333
H 2.89953 6.66336 -3.58952  0.284
H 4.15907 5.76104 -2.80332  0.210
H 3.64267 4.58753 -0.81735  0.338
H 2.54653 5.76154 -0.10082  0.683
H 0.59547 4.36271 -0.20369  -0.131
H 2.66069 2.49044 0.94690  -0.330
H 0.96641 2.59887 1.37828  -0.256
H 2.09715 3.90206 1.82815  0.331
H 2.44118 2.33803 -1.15783  -0.802
H 1.55470 3.17015 -2.16060  0.671
C -0.99554 -4.56074 5.47837  -1.083
O -0.34212 -3.64889 4.57960  -0.067
C -0.47082 -4.18026 3.21791  0.240
C -1.81853 -3.89958 2.46811  0.184
C -1.79536 -4.11411 0.90763  -1.026
N -2.06108 -2.49903 2.66160  -0.490
H -2.07276 -4.42362 5.38408  0.352
H -0.78242 -4.42888 6.53916  0.298
H -0.82901 -5.62375 5.30408  0.372
H 0.38447 -3.89308 2.60626  -0.969
H -0.42727 -5.26917 3.19626  0.730
H -2.58931 -4.52955 2.91209  0.366
H -2.77424 -3.85954 0.50131  0.430
H -1.70356 -5.18569 0.73042  0.587
H -0.97215 -3.58373 0.42897  -0.248
H -1.67197 -2.26465 3.56369  0.325
H -1.49932 -1.94319 2.03266  -0.199
C 4.93199 -3.41647 -3.05675  -0.925
O 3.93821 -2.58931 -3.47980  -0.154
C 2.65724 -3.23359 -3.67361  -0.761
C 1.65019 -2.21274 -4.23411  3.116
C 0.21761 -2.81003 -4.33712  -0.186
N 2.07803 -1.82972 -5.54469  -0.695
H 5.79753 -2.83922 -2.73161  0.285
H 5.36796 -4.01034 -3.86008  0.292
H 4.64662 -4.06224 -2.22631  0.313
H 2.62460 -4.19214 -4.19151  0.508
H 2.29686 -3.63871 -2.72803  -0.205
H 1.64930 -1.42931 -3.47625  -1.702
H 0.36011 -3.58839 -5.08675  0.735
H -0.46661 -2.10527 -4.80964  -0.710
H -0.19234 -3.23952 -3.42303  -0.343
H 2.95624 -1.33661 -5.46931  0.414
H 1.43246 -1.18531 -5.97836  0.219
C -2.01333 1.12237 -10.61389  -0.767
O -1.36393 0.53225 -9.52363  -0.316
C -1.60981 1.00570 -8.25740  -1.008
C -1.09278 0.13059 -7.15699  0.802
C -1.15665 0.81682 -5.82612  -1.400
N 0.34705 -0.16341 -7.30678  -0.600
H -1.80552 2.18830 -10.70724  0.298
H -3.08782 0.96890 -10.51380  0.317
H -1.66328 0.59821 -11.50317  0.248
H -1.21147 2.01869 -8.20016  0.374
H -2.68532 1.11358 -8.11690  0.411
H -1.68677 -0.78329 -7.16676  0.161
H -2.17346 1.04509 -5.50661  0.401
H -0.67588 1.79506 -5.83030  0.634
H -0.66529 0.16721 -5.10177  -0.226
H 0.35606 -0.55557 -8.23749  0.271
H 0.88225 0.69304 -7.32047  0.247
C 1.02797 -1.17709 2.15972  0.437
O -0.07740 -1.02016 1.29131  0.767
C 0.12550 -0.30374 0.13116  0.477
C -1.18361 -0.00172 -0.62937  2.423
C -1.95364 -1.24797 -1.14781  -1.682
N -0.91126 0.89672 -1.74264  -0.343
H 1.59883 -0.25607 2.27785  0.108
H 1.67683 -1.92311 1.70088  -0.370
H 0.76534 -1.47556 3.17463  -0.243
H 0.63197 0.64469 0.31026  -0.106
H 0.81433 -0.87534 -0.49085  -0.509
H -1.83563 0.55114 0.04688  -1.741
H -2.59844 -0.99827 -1.99041  0.766
H -2.47688 -1.65200 -0.28118  0.340
H -1.28420 -1.99711 -1.57062  -0.161
H -0.20934 1.56519 -1.45880  0.073
H -0.36242 0.43433 -2.45334  0.059
C 5.42143 -6.31934 2.94916  -0.900
O 4.47615 -5.23952 2.72739  -0.133
C 3.82069 -4.77730 3.95679  -1.140
C 3.53651 -3.28814 3.88896  2.501
C 4.83409 -2.43782 3.70143  -1.914
N 2.81814 -2.76623 5.05327  -0.605
H 5.82432 -6.64747 1.99098  0.220
H 4.89442 -7.20247 3.31031  0.361
H 6.16473 -6.08685 3.71176  0.329
H 2.86256 -5.29695 3.94883  0.240
H 4.39211 -5.00818 4.85583  0.476
H 3.00435 -3.14974 2.94782  -1.126
H 4.69612 -1.36028 3.79070  0.490
H 5.24684 -2.73707 2.73801  0.439
H 5.61984 -2.70026 4.40980  0.398
H 3.04737 -1.83985 5.38399  0.320
H 1.82233 -2.82560 4.89531  0.047
C 5.44897 3.65876 -4.22024  -0.997
O 5.16931 2.75526 -3.16554  -0.310
C 3.95686 2.10836 -3.45287  -0.613
C 3.75509 0.83886 -2.69756  -0.013
N 3.98716 0.97877 -1.26688  -0.216
C 4.02358 -0.28521 -0.52735  0.272
C 4.71229 -0.07006 0.83742  -0.159
O 5.82229 0.90008 0.72387  -0.481
C 6.43158 1.20825 2.00830  -0.754
H 6.20677 4.36429 -3.87956  0.271
H 4.59231 4.22854 -4.58021  0.375
H 5.79858 3.16802 -5.12855  0.335
H 3.91115 1.70031 -4.46257  0.469
H 3.21019 2.88613 -3.29270  0.256
H 4.55922 0.23013 -3.11097  0.730
H 2.81719 0.34328 -2.94825  -0.386
H 4.87790 1.42912 -1.11245  0.339
H 4.53618 -1.09990 -1.03884  0.075
H 2.99386 -0.53893 -0.27559  -0.506
H 4.98683 -1.06180 1.19684  0.304
H 4.01127 0.36586 1.54921  0.132
H 6.60643 0.33078 2.63087  0.239
H 5.82604 1.98596 2.47369  0.276
H 7.46028 1.53340 1.85288  0.286
C -4.95520 -6.06240 -4.41137  -0.689
O -4.78325 -5.63402 -3.03461  -0.368
C -5.15299 -4.26482 -2.69675  -1.053
C -4.24107 -3.19804 -3.42672  0.553
N -4.49062 -3.01574 -4.87409  -0.109
C -3.93913 -1.77252 -5.44590  0.160
C -4.87418 -0.54317 -5.20987  -0.462
O -6.19539 -0.76186 -5.66730  -0.402
C -7.20712 0.31073 -5.68980  -0.684
H -5.88805 -5.75230 -4.88223  0.318
H -5.01549 -7.14845 -4.48190  0.277
H -4.13236 -5.76600 -5.06190  0.251
H -5.07921 -4.14418 -1.61596  0.328
H -6.23455 -4.17081 -2.79423  0.436
H -3.18674 -3.44726 -3.30679  -0.112
H -4.43186 -2.22983 -2.96381  0.124
H -5.47642 -3.00028 -5.09332  0.403
H -3.82987 -1.95704 -6.51460  0.282
H -2.94398 -1.45456 -5.13497  -0.741
H -4.39310 0.23385 -5.80391  0.507
H -4.93886 -0.21392 -4.17280  0.226
H -7.24911 0.66843 -4.66101  0.281
H -8.18058 -0.06077 -6.00990  0.241
H -6.91101 1.12243 -6.35430  0.261
C -1.69472 2.45926 10.81242  -0.804
O -2.44344 2.48105 9.62898  -0.365
C -1.62203 2.22409 8.45623  -0.786
C -2.45682 2.18715 7.20968  0.181
N -3.21564 3.41268 7.00891  -0.356
C -4.25153 3.23240 6.03152  -1.429
C -3.71110 3.04910 4.58558  0.403
O -3.26638 1.71793 4.34329  -0.467
C -2.68779 1.44425 3.09354  0.014
H -1.01384 3.30703 10.88852  0.295
H -1.23257 1.48869 10.99274  0.315
H -2.40173 2.43166 11.64156  0.289
H -1.00988 1.32653 8.54424  0.425
H -0.88812 3.01835 8.31973  0.280
H -3.27926 1.49395 7.38623  0.589
H -1.85893 2.02971 6.31199  -0.270
H -3.69613 3.74647 7.83221  0.301
H -4.82308 4.15194 5.90551  0.524
H -5.04433 2.53393 6.29932  0.388
H -2.85164 3.71658 4.52309  -0.520
H -4.35683 3.37769 3.77123  0.729
H -2.21211 0.46394 3.06511  0.205
H -1.84093 2.10719 2.91622  -0.563
H -3.30281 1.50923 2.19597  0.515
C 1.79812 9.43739 3.33863  -0.817
O 1.60189 8.05810 3.62379  -0.322
C 0.17597 7.65710 3.74998  -0.761
C 0.01774 6.44834 4.60965  -0.704
N 0.57630 5.17305 4.12707  0.149
C 0.44093 4.18564 5.22649  -1.482
C 0.80087 2.69361 4.85528  0.073
O 0.51079 1.81630 5.95948  -0.458
C 0.69286 0.51261 5.67760  -0.603
H 1.39006 10.06312 4.13238  0.329
H 1.41306 9.76949 2.37450  0.291
H 2.86023 9.67811 3.38402  0.273
H -0.24078 7.60410 2.74419  0.317
H -0.41392 8.37040 4.32559  0.458
H -1.06692 6.36449 4.67741  0.308
H 0.35578 6.64422 5.62722  0.480
H 1.55644 5.25547 3.89762  0.270
H -0.56508 4.14132 5.64371  0.349
H 1.04363 4.40485 6.10785  0.437
H 1.87325 2.68905 4.66011  0.721
H 0.15765 2.42698 4.01665  -0.131
H 1.69545 0.36012 5.27803  0.270
H 0.02742 0.15619 4.89131  0.164
H 0.52032 -0.09858 6.56348  0.436

Values from the calculation:
Energy relative to the best compared isomer or geometry (same formula, charge and spin) (eV): 3.8132
DFT total energy (eV): -111100.666
Gap between HOMO and LUMO (hartree): 0.3243